No. 1
Density functional theory data (the ωB97M-V functional and the def2-TZVPD basis) for a cluster of 7 separate species, C36H28BrO27P2 in total.

Computed properties:
Charge: +1
Molecular weight in Da: 1034.44
Orbital gap in eV: 6.162
Highest occupied orbital energy in eV: -10.607
Spin multiplicity: 1

Last column: Löwdin charge in e.
Geometry (Å):
O 9.39567 -3.73534 3.70417  -0.25
P 9.47111 -3.46555 2.27830  0.24
O 9.92913 -2.05105 1.79026  -0.09
O 10.25435 -4.43940 1.32328  -0.11
P 7.32510 -3.65754 1.67415  0.52
Br 6.80864 -5.70725 1.87754  0.49
H 9.51496 -1.60221 1.03989  0.11
H 10.14687 -5.38906 1.49337  0.11
H 6.50812 -2.85331 2.49127  -0.03
H 7.04280 -3.28122 0.35323  -0.01
C 3.13907 1.05973 0.95245  0.10
C 3.62790 -0.17876 1.12041  -0.21
C 4.66686 -0.49394 2.17531  -0.29
O 5.04519 -1.66527 2.22861  -0.01
C 5.15046 0.54763 3.03070  0.07
C 4.65799 1.79305 2.87200  -0.21
C 3.61319 2.11591 1.81019  -0.27
O 3.24650 3.27507 1.75823  0.11
O 5.01934 2.82496 3.59605  0.15
O 3.24730 -1.20508 0.37969  0.09
H 2.39939 1.29476 0.19878  0.11
H 5.88612 0.30901 3.78629  0.14
H 4.49928 3.59553 3.28311  0.14
H 3.70011 -2.03071 0.65923  0.08
C 3.25299 -3.56310 -1.93566  0.07
C 2.86594 -4.14770 -3.08596  -0.22
C 2.53618 -5.63054 -3.17857  -0.31
O 2.19475 -6.02546 -4.27612  0.11
C 2.63529 -6.44851 -1.98796  0.09
C 3.01188 -5.85724 -0.84638  -0.22
C 3.33831 -4.37729 -0.76662  -0.29
O 3.66249 -3.96244 0.34920  0.03
O 3.12969 -6.48534 0.31927  0.10
O 2.72740 -3.51174 -4.22373  0.15
H 3.46976 -2.50565 -1.86604  0.13
H 2.38309 -7.49738 -2.05274  0.14
H 3.35039 -5.79456 0.97534  0.10
H 2.40713 -4.17272 -4.87573  0.13
C -1.74635 4.80560 1.14775  0.07
C -2.58759 5.29025 2.07316  -0.22
C -2.11403 5.77220 3.43391  -0.31
O -2.97860 6.19425 4.18063  0.11
C -0.70522 5.69774 3.74808  0.07
C 0.13729 5.21428 2.82364  -0.23
C -0.33677 4.73934 1.45924  -0.30
O 0.52318 4.31725 0.70413  0.09
O 1.44408 5.10306 3.01178  0.10
O -3.89735 5.39892 1.90389  0.10
H -2.07742 4.46542 0.17667  0.13
H -0.37495 6.03714 4.71986  0.14
H 1.84371 4.74096 2.19577  0.08
H -4.24819 5.78821 2.73634  0.11
C -9.53242 7.91840 1.05201  0.07
C -8.78690 7.92612 2.16762  -0.23
C -7.37813 7.36060 2.20606  -0.30
O -6.79695 7.43105 3.27831  0.10
C -6.81733 6.78081 1.01262  0.07
C -7.56170 6.76742 -0.10313  -0.22
C -8.96841 7.34742 -0.14836  -0.31
O -9.53146 7.28298 -1.22837  0.10
O -7.17062 6.26495 -1.26255  0.12
O -9.18614 8.41620 3.33017  0.12
H -10.53523 8.31982 1.01455  0.14
H -5.81331 6.38663 1.06627  0.11
H -7.92038 6.40896 -1.87892  0.12
H -8.43775 8.29006 3.94967  0.12
C -0.12973 -0.69511 -0.70890  0.08
C 0.03061 0.58488 -1.07926  -0.21
C -1.14277 1.53357 -1.29071  -0.30
O -0.84018 2.66522 -1.62854  0.10
C -2.48398 1.04778 -1.08851  0.08
C -2.64692 -0.23103 -0.71196  -0.23
C -1.47414 -1.17543 -0.49262  -0.30
O -1.76589 -2.30703 -0.13857  0.09
O -3.81982 -0.80092 -0.50303  0.13
O 1.20193 1.16685 -1.29388  0.08
H 0.70004 -1.37168 -0.55347  0.12
H -3.31332 1.72175 -1.25015  0.14
H -3.63585 -1.73265 -0.26134  0.12
H 0.98812 2.09641 -1.53824  0.13
C -3.81741 -5.32688 -3.66175  0.08
C -2.67141 -4.75030 -3.27353  -0.22
C -1.31463 -5.39372 -3.50343  -0.29
O -0.35392 -4.74614 -3.10596  0.09
C -1.23750 -6.67694 -4.14656  0.07
C -2.38471 -7.25893 -4.53582  -0.22
C -3.74738 -6.61009 -4.32211  -0.30
O -4.70304 -7.24259 -4.73341  0.11
O -2.45693 -8.43000 -5.13701  0.13
O -2.58893 -3.58561 -2.64877  0.10
H -4.78660 -4.87628 -3.50107  0.14
H -0.26587 -7.12417 -4.30559  0.13
H -3.41030 -8.59113 -5.30501  0.13
H -1.63526 -3.43609 -2.47646  0.10

=====

No. 2
Density functional theory data (the ωB97M-V functional and the def2-TZVPD basis) for a cluster of 2 separate species, C5H8O3 in total.

Computed properties:
Charge: 0
Energy above the lowest of the compared OMol25 structures with the same formula, charge and spin in eV: 6.985
Molecular weight in Da: 116.12
Orbital gap in eV: 9.595
Highest occupied orbital energy in eV: -9.707
Spin multiplicity: 1

Last column: Löwdin charge in e.
Geometry (Å):
C -1.86963 0.45400 -0.48051  -0.22
C -0.31084 0.16957 -0.50794  -0.11
C 0.61404 0.98559 0.25019  -0.33
C 0.58433 -0.46045 0.79919  -0.10
C 1.70359 -1.30574 0.25405  -0.18
H -3.40705 -0.82794 0.71112  0.28
H -2.04844 1.28116 0.29636  0.13
H -2.20456 0.92725 -1.51720  0.14
H 0.32208 -0.24275 -1.26140  0.10
H 0.52403 1.76080 1.03053  0.16
H 1.88960 0.88889 -0.99454  0.15
H 0.12402 -0.92575 1.78791  0.17
H 2.45225 -2.18264 0.85751  0.19
O -2.40672 -0.85213 -0.13926  -0.21
O 1.95808 1.52715 -0.11000  -0.09
O 2.07524 -1.19702 -0.97600  -0.09